[1]
The following is a quantum chemistry calculation of a cluster of 9 separate species, C28H46Cl8O10 in total, from the OMol25 dataset.

Calculated values
net charge = 0
SMILES string = O=C1CCCO1.O=C1CCCO1.O=C1CCCO1.O=C1CCCO1.O=C1CCCO1.ClCCCl.ClCCCl.ClCCCl.ClCCCl
ΔE to the lowest compared entry with this formula, charge and spin = 0.324 eV

Last column: Mulliken charge in e.
CARTESIAN COORDINATES (ANGSTROEM)
O 1.32 4.15 -2.09  -0.679
C 2.40 3.68 -1.82  0.361
C 3.75 4.34 -1.95  -0.573
C 4.75 3.17 -1.81  -0.711
C 3.85 2.11 -1.03  -0.136
O 2.48 2.48 -1.29  0.238
H 3.89 4.84 -2.93  0.353
H 3.92 5.11 -1.21  0.270
H 4.98 2.77 -2.79  0.286
H 5.66 3.36 -1.30  0.380
H 3.99 1.04 -1.39  0.275
H 3.99 2.23 0.05  0.043
O -4.11 0.62 -0.07  -0.612
C -3.55 1.43 -0.72  0.390
C -3.76 2.90 -0.81  -0.489
C -3.11 3.31 -2.10  -0.484
C -2.00 2.23 -2.27  0.193
O -2.45 1.04 -1.45  -0.001
H -4.83 3.06 -0.65  0.450
H -3.24 3.22 0.13  0.014
H -3.84 3.12 -2.87  0.314
H -2.67 4.33 -2.13  0.267
H -1.79 1.78 -3.24  0.174
H -1.05 2.57 -1.80  -0.181
O 3.61 3.67 1.81  -0.656
C 2.74 3.07 2.36  0.486
C 1.90 3.53 3.52  -0.042
C 1.23 2.28 3.98  -0.619
C 1.14 1.39 2.77  0.238
O 2.38 1.79 2.05  -0.229
H 2.52 3.98 4.33  0.366
H 1.27 4.29 3.07  -0.219
H 1.79 1.83 4.75  0.362
H 0.27 2.36 4.49  0.434
H 1.20 0.31 2.88  0.255
H 0.33 1.73 2.14  -0.504
O 1.18 -1.18 5.34  -0.588
C 0.18 -1.83 5.16  0.595
C 0.11 -3.27 4.80  -0.532
C -1.34 -3.46 4.45  -0.132
C -2.05 -2.28 5.12  -0.517
O -1.07 -1.24 5.21  -0.333
H 0.75 -3.54 4.00  0.257
H 0.43 -3.90 5.63  0.294
H -1.45 -3.31 3.33  -0.031
H -1.76 -4.39 4.80  0.388
H -2.91 -2.04 4.49  0.300
H -2.38 -2.53 6.14  0.336
O 3.17 -4.72 -0.74  -0.621
C 2.27 -5.54 -0.64  0.517
C 1.65 -6.57 -1.64  -0.503
C 0.34 -6.92 -1.03  -0.139
C 0.54 -6.63 0.46  -0.333
O 1.61 -5.70 0.53  -0.318
H 1.77 -6.24 -2.63  0.376
H 2.33 -7.44 -1.55  0.259
H -0.46 -6.20 -1.28  -0.108
H 0.05 -7.95 -1.24  0.357
H -0.35 -6.03 0.76  0.191
H 0.70 -7.48 1.04  0.327
Cl -3.57 -4.14 -0.09  -0.166
C -4.11 -3.76 -1.76  -0.746
C -3.14 -2.90 -2.57  0.408
Cl -1.59 -3.69 -2.69  -0.148
H -5.11 -3.35 -1.57  0.391
H -4.19 -4.67 -2.26  0.434
H -3.05 -1.95 -2.12  -0.468
H -3.57 -2.67 -3.58  0.317
Cl -1.95 -0.89 -5.11  -0.189
C -0.21 -1.18 -4.91  -0.363
C 0.74 0.01 -5.35  -0.539
Cl 0.65 1.38 -4.23  -0.046
H -0.06 -2.11 -5.46  0.479
H 0.06 -1.43 -3.91  0.054
H 0.57 0.34 -6.39  0.343
H 1.78 -0.45 -5.30  0.280
Cl -0.40 3.81 0.86  -0.060
C 0.34 5.42 0.58  -0.743
C -0.50 6.56 1.13  -0.726
Cl -2.00 6.90 0.23  -0.204
H 0.45 5.61 -0.50  0.506
H 1.31 5.50 0.96  0.372
H 0.14 7.41 1.11  0.451
H -0.79 6.36 2.13  0.348
Cl -1.64 -0.51 1.70  -0.224
C -1.10 -1.06 0.14  0.908
C -0.06 -0.15 -0.46  0.583
Cl 1.60 -0.49 0.28  -0.212
H -1.99 -1.07 -0.48  -1.193
H -0.67 -2.03 0.32  0.513
H -0.20 0.91 -0.30  -0.227
H 0.00 -0.43 -1.51  -0.188

***

[2]
The following is a quantum chemistry calculation of a structure of composition C4H11NO2S2, from the OMol25 dataset.

Calculated values
net charge = 0
ΔE to the lowest compared entry with this formula, charge and spin = 4.905 eV

Last column: natural (NBO) charge in e.
CARTESIAN COORDINATES (ANGSTROEM)
C -0.73 -2.34 0.66  -0.811
C 1.23 1.38 0.57  -0.510
C 0.50 1.92 -0.76  -0.432
C -0.45 0.97 -1.49  -0.229
H -1.17 -3.21 1.25  0.264
H -1.22 -1.47 0.27  0.262
H -0.14 -2.90 -0.24  0.233
H 0.69 1.21 1.69  0.298
H 2.42 1.76 0.74  0.246
H 1.27 1.86 -1.35  0.203
H 0.14 2.97 -0.70  0.223
H -0.69 1.69 -2.38  0.178
H -0.02 -0.01 -1.88  0.218
H -2.54 1.54 -0.87  0.348
H -2.17 -0.15 -1.28  0.358
N -1.66 0.61 -0.73  -0.842
O 0.34 -0.78 2.66  -0.929
O 1.59 -2.92 2.07  -0.889
S 0.79 -1.70 1.62  1.886
S 1.79 -0.43 0.14  -0.076

***

[3]
The following is a quantum chemistry calculation of a cluster of 3 separate species, C24H33F2IN2O5P3S in total, from the OMol25 dataset.

Calculated values
net charge = +1

Last column: Mulliken charge in e.
CARTESIAN COORDINATES (ANGSTROEM)
C 4.41 -0.46 2.84  -0.799
C 5.01 0.07 1.44  -0.223
O 4.57 -0.70 0.31  -0.423
C 3.61 0.01 -0.50  -0.753
C 2.13 -0.32 0.07  1.130
O 1.58 -1.38 -0.74  -0.393
C 1.08 -2.46 0.07  -0.943
C -0.11 -1.99 1.06  0.393
N 0.29 -1.87 2.38  -0.839
N -0.73 -1.46 3.11  0.740
P -0.28 -1.23 4.85  0.082
S -0.76 -2.82 5.88  -0.280
C -2.05 -1.18 2.76  0.328
P -3.33 -0.60 4.05  -0.218
P -2.98 1.58 4.12  0.940
O -3.69 2.11 2.87  -0.586
O -1.35 2.00 3.96  -0.509
O -3.76 2.31 5.44  -0.488
C -2.56 -1.29 1.34  -0.513
C -1.44 -1.72 0.40  0.807
C -1.63 -1.89 -1.16  -1.020
C -1.24 -0.60 -2.03  -0.382
C -1.61 0.80 -1.38  -0.867
I -3.68 1.43 -1.73  0.021
H 3.92 -1.49 2.70  0.199
H 5.16 -0.45 3.69  0.370
H 3.57 0.27 3.12  0.134
H 6.14 0.01 1.48  0.351
H 4.75 1.18 1.35  0.194
H 3.81 1.13 -0.57  0.349
H 3.60 -0.37 -1.58  0.296
H 1.48 0.61 0.12  -0.321
H 2.28 -0.68 1.14  -0.086
H 1.97 -2.89 0.64  0.363
H 0.69 -3.31 -0.58  0.500
H 1.17 -1.14 4.95  0.151
H -0.84 -0.04 5.41  0.135
H -3.10 -1.19 5.33  0.167
H -1.21 2.90 4.34  0.293
H -3.06 2.54 6.10  0.322
H -3.61 -1.07 1.02  0.384
H -1.05 -2.77 -1.60  0.232
H -2.73 -2.13 -1.34  0.448
H -1.84 -0.69 -3.01  0.492
H -0.15 -0.56 -2.35  0.217
H -1.36 0.90 -0.28  0.204
H -0.96 1.58 -1.91  0.463
F -2.33 -4.30 -4.58  -0.358
C -1.28 -3.89 -5.31  0.252
C 0.00 -4.31 -4.97  -0.263
C 1.08 -3.88 -5.72  -0.450
C 0.89 -3.03 -6.81  -0.446
C -0.40 -2.61 -7.14  -0.381
C -1.49 -3.05 -6.39  -0.395
H 0.14 -4.96 -4.11  0.466
H 2.09 -4.21 -5.47  0.383
H 1.73 -2.70 -7.39  0.388
H -0.55 -1.95 -7.98  0.381
H -2.50 -2.74 -6.64  0.427
F 0.32 2.55 0.27  -0.119
C -0.15 3.81 0.34  0.197
C -0.78 4.24 1.50  0.257
C -1.26 5.54 1.57  -0.349
C -1.12 6.40 0.48  -0.591
C -0.49 5.95 -0.68  -0.557
C 0.00 4.66 -0.75  -0.424
H -0.88 3.56 2.33  -0.029
H -1.74 5.89 2.48  0.363
H -1.50 7.41 0.54  0.382
H -0.39 6.62 -1.53  0.384
H 0.49 4.30 -1.64  0.417

***

Calculated highest occupied orbital energy in order - -9.8 -9.6 -11.1 eV
Calculated total energy in order - -5528.47931 -1160.45247 -3339.31859 Eh
Calculated Kohn-Sham gap in order - 10.27 9.73 5.90 eV